Record 1
A cluster of 3 separate species, C17H35Br2FO2SSi in total at a distorted geometry, computed with wB97M-V/def2-TZVPD.

```
59
Properties=species:S:1:pos:R:3:forces:R:3:nbo_charge:R:1
C -1.71345 1.35498 -3.06225 -0.6 0.4 -0.4 -0.32
C -0.63862 0.65578 -2.76874 1.0 -1.7 1.0 -0.66
Si -0.11128 0.63543 -0.98322 -1.0 -0.3 -0.9 1.13
C 0.94241 2.12293 -0.61904 0.5 -1.1 -1.3 -0.61
Br 2.22793 2.55695 -1.97845 -0.5 -0.2 0.3 0.11
C 0.78966 2.81837 0.47933 0.4 1.1 0.9 0.00
C -0.20526 2.55767 1.57174 0.5 0.4 0.2 -0.68
Br 1.87884 4.38044 0.76709 -0.4 -0.4 0.1 0.07
S 1.14181 -1.14507 -0.59264 1.1 0.6 0.6 2.05
O 2.31906 -1.05691 -1.37085 0.5 -0.1 -1.7 -0.93
O 1.40827 -1.21079 0.80067 -1.1 -0.5 1.2 -0.93
F 0.37461 -2.44553 -1.07221 -0.2 0.2 0.2 -0.49
H -2.55728 1.34553 -2.38021 0.2 1.1 0.3 0.20
H -1.73937 1.90477 -3.99422 -0.8 -0.6 -0.5 0.21
H -0.06394 0.12461 -3.52161 0.7 1.1 -0.3 0.25
H -1.29734 0.51717 -0.12206 0.1 0.0 0.1 -0.15
H -0.37968 1.50342 1.76168 -0.1 -0.1 -0.2 0.24
H 0.20460 2.98095 2.48445 -0.1 0.0 0.1 0.25
H -1.11692 3.09885 1.32588 -0.2 -0.1 0.1 0.24
C -4.28231 -2.55998 -0.80279 -0.1 0.0 -0.1 -0.61
C -4.88946 -1.41818 -1.61286 0.2 0.0 0.1 -0.40
C -5.07450 -0.13465 -0.80438 0.0 0.1 -0.1 -0.40
C -6.03288 -0.24524 0.38263 0.1 -0.1 0.1 -0.40
C -7.44695 -0.70274 0.02992 0.0 0.1 0.0 -0.40
C -8.17919 0.25732 -0.90302 0.0 -0.1 0.0 -0.61
H -4.92538 -2.85165 0.02884 0.0 0.0 0.0 0.20
H -4.14003 -3.43963 -1.43190 0.0 0.0 0.0 0.21
H -3.30754 -2.27597 -0.39911 0.0 0.0 0.0 0.20
H -5.84157 -1.73841 -2.04370 0.0 0.0 0.0 0.20
H -4.22912 -1.20211 -2.45819 0.0 0.0 0.0 0.20
H -5.41784 0.65792 -1.47661 0.0 0.0 0.0 0.20
H -4.09697 0.19162 -0.42951 0.0 0.0 0.0 0.19
H -6.08690 0.73139 0.87467 0.0 0.0 0.0 0.20
H -5.61472 -0.93041 1.12550 0.0 0.0 0.0 0.20
H -8.02027 -0.79464 0.95617 0.0 0.0 0.0 0.20
H -7.42495 -1.70130 -0.41486 0.0 0.0 0.0 0.19
H -8.25499 1.25111 -0.45659 0.0 0.0 0.0 0.20
H -9.19167 -0.09923 -1.09822 0.0 0.0 0.0 0.21
H -7.67349 0.35118 -1.86537 0.0 0.0 0.0 0.20
C 7.43730 -2.02820 0.44601 0.1 0.1 0.0 -0.61
C 7.13699 -1.25852 1.72888 0.0 -0.2 0.0 -0.40
C 5.64447 -1.17105 2.04593 0.0 0.1 0.1 -0.40
C 4.80436 -0.42945 1.00425 0.1 -0.1 -0.1 -0.41
C 5.24357 1.00625 0.72727 0.0 0.0 0.0 -0.40
C 5.12973 1.91523 1.93928 0.1 0.1 0.0 -0.61
H 6.99977 -1.54270 -0.42756 0.0 0.0 0.0 0.20
H 8.51471 -2.09076 0.28228 0.0 0.0 0.0 0.21
H 7.04704 -3.04646 0.50356 0.0 0.0 0.0 0.20
H 7.57409 -0.25796 1.66754 0.0 0.0 0.0 0.19
H 7.63843 -1.75994 2.56175 0.0 0.0 0.0 0.20
H 5.51986 -0.69442 3.02315 0.0 0.0 0.0 0.20
H 5.24426 -2.18418 2.15398 0.0 0.0 0.0 0.20
H 3.76437 -0.42569 1.33951 0.0 0.0 0.0 0.21
H 4.81032 -0.98816 0.06513 0.0 0.0 0.0 0.21
H 4.61060 1.42311 -0.06123 0.0 -0.1 -0.1 0.20
H 6.26644 1.02124 0.33872 0.0 0.0 0.0 0.19
H 4.09416 1.93554 2.28909 0.0 0.0 0.1 0.20
H 5.41957 2.93594 1.68107 0.0 0.0 0.1 0.21
H 5.76669 1.59424 2.76547 0.0 0.0 0.0 0.20
```
Forces are in eV/Å.

- E_LUMO (eV) = -0.06
- HOMO (eV) = -9.834
- molar mass (g/mol) = 510.424
- gap between HOMO and LUMO (hartree) = 0.3593
- SMILES string = C=C[Si@H](/C(Br)=C(\C)Br)S(=O)(=O)F.CCCCCC.CCCCCC
- largest force on an atom (eV/Å) = 2.2
- multiplicity = 1

***

Record 2
The ion CHO5P with charge -2 at a distorted geometry, computed with wB97M-V/def2-TZVPD.

```
8
Properties=species:S:1:pos:R:3:forces:R:3:nbo_charge:R:1
C 0.02734 -0.01329 -1.51985 -0.2 0.4 -2.4 0.65
O 1.43122 0.23968 1.16891 -1.2 0.4 -0.5 -1.23
O -0.59663 -0.51087 -0.56452 -1.3 -1.3 0.9 -0.73
O -0.13712 -0.11543 -2.77756 -0.2 -0.4 1.8 -0.80
O -0.38679 -1.29983 1.97639 -0.6 -1.4 0.4 -1.23
O -1.03772 1.10551 1.54088 0.4 0.3 -0.4 -1.22
P -0.07008 -0.02104 1.30835 1.1 0.5 0.0 2.48
H 0.76977 0.61527 -1.13259 2.0 1.4 0.1 0.08
```
Forces are in eV/Å.

- E_LUMO (eV) = 6.96
- net charge = -2
- HOMO (eV) = -0.082
- molar mass (g/mol) = 123.988
- gap between HOMO and LUMO (hartree) = 0.2587
- SMILES string = O=COP(=O)([O-])[O-]
- largest force on an atom (eV/Å) = 2.5
- multiplicity = 1

***

Q: Which of these has the highest HOMO?
A: CHO5P